[1]
Entry from the OMol25 dataset: a cluster of 13 separate species, C29H68F5N4O15 in total at a distorted geometry (wB97M-V/def2-TZVPD).

Element x y z (Å)
C -2.5838 -2.2797 -4.1907
C -3.0759 -1.0181 -3.4546
C -3.4657 0.1174 -4.4071
C -2.6117 0.2354 -5.6584
C -1.1226 0.4243 -5.3561
C -0.7747 1.9094 -5.2544
C 0.7234 2.1886 -5.2338
C 1.5244 1.3386 -4.2111
C 2.4040 0.3393 -4.9497
C 3.1172 -0.6715 -4.0499
C 2.3271 -1.9663 -3.7849
C 1.6101 -1.9454 -2.4146
C 2.3393 -2.7846 -1.3712
C 1.5479 -3.1540 -0.1054
C 0.6874 -2.0291 0.4773
N 1.0766 -1.6078 1.8607
C 1.9791 -0.7298 2.1304
N 2.3594 -0.3106 3.3682
N 1.7932 -0.9977 4.4527
C 0.4921 -0.6617 4.7613
O -0.2962 -0.1344 4.0582
F 0.1087 -1.0556 5.9773
C 2.6964 -1.1234 5.5806
O 3.1368 -0.2314 6.2493
F 2.9630 -2.3865 5.8155
C 2.5057 1.1666 3.5325
C 2.0744 1.9607 2.2977
C 0.5899 2.3302 2.3087
O -0.1014 1.5764 1.3306
C -1.4751 1.6282 1.4983
C -2.1012 0.4621 1.7613
C -3.4302 0.3778 1.9720
C -4.1675 1.5242 1.9180
C -3.5470 2.6905 1.6134
C -2.2161 2.7651 1.4012
C 2.5389 1.3211 0.9933
N 2.6774 -0.1651 1.0506
C 4.0561 -0.5766 1.0677
F 4.6040 -0.3458 -0.1086
F 4.1155 -1.8766 1.3530
F 4.8050 0.0504 1.9946
H -1.5413 -2.1934 -4.4746
H -3.1908 -2.4269 -5.0786
H -2.7181 -3.1410 -3.5463
H -3.9354 -1.3083 -2.8593
H -2.2902 -0.6915 -2.7763
H -4.4967 -0.0541 -4.7110
H -3.4517 1.0753 -3.8922
H -2.7814 -0.5952 -6.3326
H -2.9452 1.1288 -6.1817
H -0.5220 0.0179 -6.1679
H -0.8312 -0.0847 -4.4420
H -1.1892 2.3922 -6.1369
H -1.2643 2.3752 -4.3980
H 1.1044 1.9451 -6.2247
H 0.8985 3.2440 -5.0497
H 0.8621 0.8680 -3.4843
H 2.1678 2.0266 -3.6658
H 3.1378 0.9283 -5.4937
H 1.7882 -0.1479 -5.7052
H 3.3642 -0.1610 -3.1175
H 4.0624 -0.9085 -4.5324
H 1.5429 -1.9880 -4.5333
H 2.9860 -2.8228 -3.8697
H 0.5492 -2.1714 -2.4875
H 1.6410 -0.9068 -2.0739
H 3.2943 -2.3389 -1.1162
H 2.5860 -3.7320 -1.8470
H 2.2511 -3.5698 0.6087
H 0.8779 -3.9655 -0.3550
H -0.3271 -2.4018 0.5566
H 0.6397 -1.1326 -0.1247
H 0.5707 -2.0478 2.6169
H 3.5627 1.3687 3.6662
H 2.0159 1.5584 4.4159
H 2.6159 2.8956 2.3818
H 0.1277 2.2594 3.2918
H 0.5182 3.3795 2.0191
H -1.5051 -0.4340 1.8256
H -3.8573 -0.5808 2.2071
H -5.2233 1.4607 2.1164
H -4.1432 3.5930 1.5337
H -1.7479 3.7049 1.1549
H 1.9258 1.5647 0.1360
H 3.5232 1.7203 0.7797
O -5.1643 5.3008 1.2605
H -5.2233 5.9275 1.9903
H -5.1507 5.8526 0.4707
O 0.2577 -5.6344 1.3589
H 0.1465 -6.5610 1.6290
H 0.5121 -5.1867 2.1710
O 0.6263 -3.9575 6.6884
H 1.0668 -3.8672 7.5398
H 0.4993 -3.0564 6.3802
O 4.3002 2.2591 -2.9694
H 4.9618 1.8191 -2.4236
H 4.6541 3.1481 -3.1022
O -1.0309 2.1250 6.6505
H -1.2400 1.7505 7.5152
H -0.8210 1.3645 6.0995
O 7.0105 1.6954 -4.3260
H 7.4946 1.1325 -3.7142
H 6.1188 1.7587 -3.9619
O -0.8889 -8.1873 1.3427
H -1.1256 -8.9456 0.8004
H -1.7329 -7.8479 1.6590
O -2.3708 4.6899 5.2629
H -2.1021 3.8507 5.6556
H -1.9880 4.6772 4.3811
O -4.8851 0.0652 -0.8899
H -5.6189 0.6650 -1.0791
H -4.4325 0.4966 -0.1609
O 1.6133 2.3018 8.2188
H 0.8259 2.4509 7.6783
H 2.3423 2.4456 7.6078
O -6.6508 2.4001 -0.4921
H -7.3978 1.8798 -0.1757
H -6.6225 3.1601 0.1006
O -2.7219 -2.3467 -0.2052
H -3.4844 -1.7820 -0.4078
H -2.3140 -1.9003 0.5405

Properties
* charge: +1
* M: 807.87 g mol⁻¹
* frontier orbital gap: 0.3007 Ha

---

[2]
Entry from the OMol25 dataset: a cluster of 8 separate species, C29H69BrN2O23PS7 in total at a distorted geometry (wB97M-V/def2-TZVPD).

Element x y z (Å)
C 0.3787 -9.3359 2.9083
C -0.2495 -7.9727 2.3972
C -0.8794 -8.0940 0.9310
N -0.1108 -7.1422 0.0553
C -0.3222 -5.7900 0.3215
C 0.3655 -4.7372 -0.3956
Br -0.0132 -2.9165 0.1480
C 1.3168 -5.1273 -1.4576
C 1.4951 -6.5436 -1.7197
P 2.7451 -7.0074 -3.0721
O 1.9037 -7.7850 -4.3133
O 3.7013 -8.1722 -2.2966
C 0.7496 -7.5702 -0.9414
N 0.8978 -8.9667 -1.1883
H 0.9706 -9.0737 3.8319
H 1.1083 -9.6694 2.1251
H -0.3794 -10.1065 3.1878
H 0.5899 -7.2182 2.4308
H -1.0635 -7.5822 3.0687
H -1.9504 -7.7442 0.9530
H -0.8311 -9.1356 0.5340
H -1.0312 -5.5032 1.1334
H 1.8850 -4.3424 -2.0083
H 1.0725 -7.2804 -4.4176
H 4.4748 -7.7270 -1.9046
H 1.5097 -9.1255 -1.9937
H -0.0379 -9.2883 -1.4814
O -5.9354 -3.7322 0.1696
S -5.3893 -2.9094 -0.8702
O -4.1544 -3.2448 -1.5219
O -5.3000 -1.3947 -0.3424
C -4.6154 -1.1492 0.8895
C -3.1125 -1.1480 0.7017
C -6.6265 -2.6400 -2.1007
H -4.9172 -1.8726 1.6513
H -4.9304 -0.1641 1.2362
H -2.7473 -2.1441 0.4504
H -2.6123 -0.8236 1.6168
H -2.8257 -0.4833 -0.1156
H -7.5462 -2.3259 -1.6114
H -6.7828 -3.5802 -2.6275
H -6.2738 -1.8781 -2.7934
O 6.0387 -1.7427 1.0808
S 5.5653 -0.4008 1.2696
O 5.5702 0.2203 2.5614
O 4.0914 -0.2725 0.6373
C 3.0849 -1.1935 1.0501
C 2.5046 -0.8145 2.4002
C 6.3709 0.6692 0.1231
H 3.4725 -2.2165 1.0599
H 2.2958 -1.1541 0.2972
H 3.2434 -0.9387 3.1935
H 1.6430 -1.4425 2.6385
H 2.1951 0.2324 2.4068
H 6.3122 0.2296 -0.8706
H 7.4116 0.7685 0.4282
H 5.8818 1.6413 0.1475
O 1.4320 3.7229 1.1681
S 1.6817 4.8814 1.9812
O 2.8464 5.6946 1.7955
O 1.5826 4.4623 3.5275
C 2.3818 3.3648 3.9862
C 3.8229 3.7773 4.2171
C 0.2545 5.9215 1.9443
H 2.3186 2.5243 3.2905
H 1.9460 3.0353 4.9306
H 4.3178 4.0187 3.2751
H 4.3807 2.9702 4.6953
H 3.8738 4.6674 4.8467
H -0.6284 5.3168 2.1461
H 0.1895 6.3622 0.9503
H 0.3699 6.7032 2.6925
O 4.5157 1.0516 -4.1904
S 5.1206 2.3515 -4.0922
O 6.0495 2.6750 -3.0459
O 3.9662 3.4661 -4.1169
C 2.8975 3.3391 -3.1683
C 3.3038 3.8155 -1.7873
C 5.8563 2.7544 -5.6452
H 2.5340 2.3087 -3.1366
H 2.0787 3.9586 -3.5371
H 4.0533 3.1544 -1.3490
H 2.4416 3.8376 -1.1193
H 3.7426 4.8139 -1.8354
H 5.1344 2.5694 -6.4364
H 6.7293 2.1163 -5.7768
H 6.1577 3.8000 -5.6313
O 4.9988 3.2116 -8.6469
S 5.3387 2.8319 -9.9900
O 6.3875 3.4855 -10.7121
O 4.0075 2.8404 -10.8857
C 3.2070 4.0297 -10.9046
C 3.7965 5.0876 -11.8177
C 5.6216 1.0889 -10.0373
H 3.0655 4.4157 -9.8921
H 2.2246 3.7382 -11.2785
H 4.7359 5.4724 -11.4176
H 3.1066 5.9261 -11.9279
H 4.0112 4.6713 -12.8035
H 4.7945 0.5844 -9.5416
H 6.5540 0.8882 -9.5115
H 5.7036 0.7741 -11.0758
O -4.4691 3.1140 3.4520
S -4.2850 4.5329 3.3189
O -2.9802 5.1094 3.1685
O -5.0440 5.2701 4.5198
C -4.7508 4.8657 5.8654
C -3.4468 5.4640 6.3584
C -5.3179 5.1250 2.0144
H -4.7433 3.7766 5.9475
H -5.5711 5.2287 6.4852
H -2.5940 5.0443 5.8218
H -3.3107 5.2615 7.4220
H -3.4308 6.5435 6.1968
H -6.3244 4.7374 2.1594
H -4.9071 4.7625 1.0730
H -5.3137 6.2131 2.0292
O -6.9244 2.0348 5.9782
S -7.0465 0.7335 5.3860
O -8.2795 0.2801 4.8143
O -6.5279 -0.3667 6.4359
C -7.0982 -0.3739 7.7507
C -8.4614 -1.0389 7.7668
C -5.7599 0.5240 4.1957
H -7.1484 0.6400 8.1551
H -6.4140 -0.9401 8.3843
H -9.1953 -0.4431 7.2221
H -8.8167 -1.1598 8.7917
H -8.4194 -2.0184 7.2868
H -4.8128 0.8095 4.6474
H -5.9786 1.1692 3.3475
H -5.7410 -0.5174 3.8775

Properties
* charge: +1
* M: 1149.21 g mol⁻¹
* frontier orbital gap: 0.2835 Ha

---

no.,HOMO (eV),energy (eV)
1,-11.89,-81429.6769
2,-11.92,-236433.4526